Molecular formula: C24H20F3N2O9S3
Method: DFT, wB97M-V/def2-TZVPD

The geometry in XYZ format:
```
61
Properties=species:S:1:pos:R:3:forces:R:3:nbo_charge:R:1
S 0.665340 -0.858743 -0.325995 -2.3 -1.1 1.6 0.309
S -2.656859 0.545042 1.749923 -0.7 -0.2 2.1 2.313
S -0.924492 1.661104 3.509512 -0.9 -2.3 -0.2 2.286
F 1.597859 -2.892402 1.139095 -0.9 0.2 0.0 -0.352
F -0.487169 -3.075802 0.515241 0.4 0.5 0.3 -0.316
F 0.062086 -1.744665 2.187157 0.4 -0.6 -1.4 -0.306
O -2.113450 -0.524868 0.951138 0.0 0.0 -0.6 -0.987
O -0.110940 5.245172 -3.500012 2.3 -0.4 0.3 -0.378
O -1.455368 2.758977 4.277020 0.5 0.5 -0.2 -0.960
O 2.011350 5.708917 -3.850609 -1.5 -1.2 0.8 -0.394
O 3.485920 1.220055 1.241490 -0.6 -0.3 -1.6 -0.503
O -2.777565 1.867269 1.189892 0.0 0.0 -0.7 -0.961
O -0.164326 1.868974 2.277992 0.3 0.4 1.2 -0.980
O 3.704422 -2.260276 -0.699944 -0.5 -0.4 -0.2 -0.517
O 2.772649 -0.892856 -2.233883 0.1 -0.3 1.0 -0.605
N 1.108084 5.018692 -3.328844 -0.9 2.1 -1.9 0.503
N -2.091600 0.551742 3.276850 2.3 1.0 -1.6 -1.253
C 0.423832 -2.195165 0.960145 -0.1 0.3 0.3 0.869
C -6.238465 -1.072010 3.968214 0.3 -0.1 -0.1 -0.217
C 2.952662 -1.232430 -1.081797 0.9 1.3 -0.1 0.809
C 4.642554 -4.362030 -0.955840 0.1 -0.2 0.0 -0.624
C 0.861346 2.261651 -0.842038 0.3 -0.6 -0.2 -0.191
C -4.907468 -1.116190 1.916520 -0.1 0.6 0.6 -0.194
C 0.008906 0.629532 4.664340 0.5 0.4 -0.1 -0.187
C 2.320663 -0.522099 0.158741 2.0 0.0 -1.2 -0.580
C -4.245488 0.025094 2.367931 0.1 -1.0 0.0 -0.309
C -5.477416 0.002083 4.435874 -0.1 0.1 -0.4 -0.223
C 3.217393 2.752500 -1.275833 -0.3 -0.5 -0.2 -0.120
C 1.404253 -1.077406 6.373619 -0.1 0.2 -0.2 -0.229
C 2.858484 3.705821 -2.216265 -0.7 0.3 -0.1 -0.201
C -5.936796 -1.635183 2.719611 -0.1 0.1 0.0 -0.236
C 0.488795 3.196987 -1.810850 0.4 0.5 -0.2 -0.146
C 1.877185 -0.820607 5.090168 -0.1 0.1 0.0 -0.207
C 0.219521 -0.464788 6.801346 0.2 0.0 -0.2 -0.220
C 2.752547 0.934683 0.300063 -0.3 0.2 1.8 0.591
C -0.511112 0.350643 5.932198 0.3 -0.3 -0.1 -0.221
C -4.493585 0.546329 3.628341 -1.1 0.2 0.6 -0.165
C 1.487747 3.935100 -2.489339 0.4 -1.7 1.9 0.011
C 3.715582 -3.382170 -1.620026 0.2 0.2 0.1 -0.073
C 2.224845 1.962605 -0.641074 0.5 1.4 -0.4 -0.127
C 1.220824 0.084918 4.253515 -0.2 -0.2 0.3 -0.225
H 1.618570 0.334034 3.274607 -0.1 0.0 0.1 0.233
H -6.484052 -2.514270 2.383214 0.1 0.1 0.1 0.203
H 3.609150 4.295352 -2.737467 -0.2 -0.1 0.2 0.244
H 0.093497 1.760939 -0.240411 0.3 0.3 -0.3 0.287
H -0.107282 -0.615941 7.828068 -0.2 -0.1 -0.2 0.205
H -5.579682 0.431098 5.429749 -0.3 -0.3 -0.1 0.205
H 5.628078 -3.900337 -0.853242 -0.1 -0.2 0.1 0.214
H 4.067088 -3.040912 -2.599239 -0.1 -0.1 0.2 0.197
H 4.743107 -5.286982 -1.521320 0.0 0.0 -0.1 0.211
H 2.763525 -1.333717 4.736150 0.1 0.1 0.0 0.204
H 2.686551 -3.757944 -1.695029 0.2 0.1 -0.1 0.190
H -3.837092 1.298704 4.047931 -0.5 0.1 -0.3 0.263
H 1.967037 -1.755180 7.021259 -0.3 0.3 -0.1 0.204
H 2.614822 -0.988791 1.097969 -0.1 -0.1 -0.3 0.291
H -7.009367 -1.492138 4.618098 0.2 0.0 -0.3 0.203
H -1.493636 0.724096 6.211425 0.3 0.1 0.0 0.233
H 4.282396 2.574577 -1.058504 -0.7 0.1 -0.1 0.220
H -4.550766 -1.607416 1.013892 -0.3 0.1 0.1 0.233
H -0.573625 3.376300 -2.019907 0.6 0.1 0.2 0.259
H 4.250242 -4.612493 0.031381 0.1 0.0 0.0 0.220
```
Forces are in eV/Å.

Its total charge is -1. The maximum force is 0.059 hartree/bohr. The value obtained for the energy relative to the best compared isomer or geometry (same formula, charge and spin) is 2.1 kcal/mol. The calculation puts the LUMO energy at 0.980 eV. The value obtained for the HOMO-LUMO gap is 6.6 eV.

---

Molecular formula: C31H29N8O3S2Se3Ti
Method: DFT, wB97M-V/def2-TZVPD

The geometry in XYZ format:
```
77
Properties=species:S:1:pos:R:3:forces:R:3:mulliken_charge:R:1
Se -0.573629 -5.321558 5.960631 0.0 0.1 -0.2 0.277
Se -1.598323 2.148970 0.920649 -0.1 -0.1 0.1 -0.120
Se 0.128548 3.285644 -0.194289 -0.1 0.0 0.0 -0.184
Ti 0.338131 -1.091138 -0.356602 0.9 0.5 -1.9 -0.345
S -1.102398 0.205925 -2.046934 0.1 0.0 0.2 -0.371
S 2.358755 0.265381 -0.977407 0.0 -0.5 0.1 -0.461
O 0.568798 0.085269 1.261505 0.0 -0.3 0.1 -0.028
O -4.408408 6.053156 0.176244 0.0 0.0 0.0 -0.563
O -2.172870 5.668828 -2.335672 0.0 0.0 0.0 -0.526
N -1.684503 -4.367306 4.943023 0.1 -0.1 0.0 -0.860
N 0.826006 -5.028334 4.893037 -0.1 0.0 0.1 -0.874
N -0.146199 -2.721839 -1.758329 -0.5 0.3 0.0 -0.334
N 0.890072 -1.246620 -3.321647 -0.3 0.1 -0.4 0.390
N 1.689311 0.776478 1.531889 -0.2 0.0 0.0 0.442
N 0.250611 0.553550 -4.351935 -0.1 -0.1 0.1 0.146
N 1.448435 -2.551163 0.802518 -0.2 -0.1 0.3 1.053
N -1.190326 -1.910096 0.818106 0.1 -0.3 0.5 0.722
C 2.084633 -3.236774 -2.511696 0.1 -0.3 0.1 -1.521
C 1.252452 -3.824375 2.823040 0.2 0.1 -0.2 0.243
C -2.902562 -2.738576 2.852218 0.1 0.1 -0.2 -0.791
C -2.590515 4.527379 -1.598509 0.0 -0.1 0.0 -0.793
C 0.682894 -4.940938 -1.519643 0.0 0.1 0.1 -0.909
C -0.297741 -4.004871 -1.362991 0.3 -0.2 0.0 -0.467
C 0.698503 -3.021311 1.820649 0.1 -0.2 0.1 0.120
C 3.848839 2.290668 2.163728 0.0 0.0 0.0 -0.309
C -0.824612 4.950832 0.157197 0.0 0.1 -0.1 -1.160
C -3.001669 6.088387 0.329821 0.0 0.0 0.0 -1.360
C -1.552421 -3.095399 2.874460 -0.2 0.1 -0.1 0.263
C 1.270770 0.008159 -5.093556 0.2 -0.3 0.0 -0.721
C -2.319854 4.783321 -0.118129 -0.1 0.0 0.0 1.556
C -2.899471 3.608416 0.685711 0.1 0.1 0.0 -0.968
C 3.356615 -3.664566 1.690688 -0.1 0.0 0.1 -1.293
C 2.739454 -2.855756 0.744137 0.0 0.0 0.0 -0.473
C 0.015640 -0.206896 -3.265023 0.1 -0.1 0.0 -0.033
C 1.671064 -1.114947 -4.459949 -0.1 0.2 -0.2 -0.353
C 0.400724 -4.282152 3.907216 0.0 -0.1 0.1 1.113
C 2.610978 0.971656 0.563269 0.0 0.2 0.1 0.665
C 2.605744 -4.151360 2.743717 0.0 0.1 -0.2 -0.781
C 1.922740 -4.518304 -2.070515 0.0 0.2 -0.1 -0.304
C -2.475746 -1.579916 0.806256 -0.3 0.1 -0.1 -0.683
C 3.720150 1.760366 0.905027 0.0 0.0 0.0 -0.948
C -0.985727 -3.916359 3.933480 -0.1 -0.1 0.2 1.011
C -0.721034 -2.655435 1.842493 -0.1 -0.2 0.2 -0.105
C 1.783834 1.287723 2.776208 0.1 0.1 0.0 -0.418
C -0.433680 1.802548 -4.628314 0.0 0.1 0.0 -0.831
C 2.863934 2.049198 3.127151 -0.1 -0.1 0.0 -0.836
C 0.984116 -2.338815 -2.379820 0.0 0.5 1.0 1.905
C -3.363884 -1.970247 1.801915 0.1 -0.1 0.0 -1.045
H 3.040254 -4.771653 3.515639 0.0 0.0 0.0 0.576
H -2.805597 6.231046 1.394944 0.0 0.0 0.0 0.522
H -2.570593 6.934958 -0.209348 0.0 0.0 0.0 0.429
H 0.947490 1.048344 3.414231 0.0 0.0 0.0 0.510
H 2.931744 2.449834 4.126776 0.0 0.0 0.0 0.463
H -3.555116 -3.070859 3.647028 0.0 0.0 0.0 0.575
H -0.089191 2.574487 -3.939431 0.0 0.0 0.0 0.318
H -3.663742 4.346495 -1.728364 0.0 0.0 0.0 0.557
H 1.616694 0.458096 -6.006045 0.0 0.0 0.0 0.443
H 4.461894 1.939353 0.140485 0.0 0.0 0.0 0.505
H -1.248439 -4.240808 -0.898039 0.0 0.0 0.0 0.494
H -0.397658 5.698117 -0.511967 0.0 0.0 0.0 0.508
H -2.048706 3.628373 -1.916650 0.0 0.0 0.0 0.053
H -4.621978 6.300679 -0.728489 0.0 0.0 0.0 0.352
H 2.419376 -1.832713 -4.731967 0.0 0.0 0.0 0.437
H -1.505680 1.665146 -4.502922 0.0 0.0 0.0 0.335
H -3.781210 3.205393 0.191933 0.0 0.0 0.0 0.386
H -2.315485 5.510056 -3.272731 0.0 0.0 0.0 0.317
H -0.655722 5.249947 1.191152 0.0 0.0 0.0 0.439
H 4.707563 2.900572 2.407112 0.0 0.0 0.0 0.421
H -2.801883 -0.985816 -0.039339 0.0 0.0 0.1 0.534
H 4.409442 -3.886586 1.597868 0.0 0.0 0.0 0.487
H -4.398652 -1.668217 1.734323 0.0 0.0 0.0 0.492
H -3.187499 3.929670 1.685124 0.0 0.0 0.0 0.516
H 3.018408 -2.918579 -2.953283 0.0 0.1 0.1 0.357
H 2.741782 -5.219992 -2.156784 0.0 0.0 0.0 0.481
H 3.284621 -2.414200 -0.080650 0.0 0.0 0.0 0.563
H 0.522152 -5.965870 -1.220688 0.0 0.0 0.0 0.452
H -0.220452 2.087922 -5.654938 0.0 0.0 0.0 0.342
```
Forces are in eV/Å.

Its total charge is +1. The maximum force is 0.042 hartree/bohr. The value obtained for the energy relative to the best compared isomer or geometry (same formula, charge and spin) is 11.9 kcal/mol. The calculation puts the LUMO energy (alpha / beta) at -3.205 / -3.205 eV. The value obtained for the HOMO-LUMO gap (alpha / beta) is 5.3 / 5.3 eV.

---

Molecular formula: C6H10O
Method: DFT, wB97M-V/def2-TZVPD

The geometry in XYZ format:
```
17
Properties=species:S:1:pos:R:3:forces:R:3:nbo_charge:R:1
O 1.930521 0.699299 0.411089 -0.4 -0.1 -0.2 -0.538
C -0.463672 0.616251 0.675628 0.0 0.0 0.1 -0.511
C 0.675073 -0.030104 -1.491899 0.1 0.0 0.0 -0.554
C -0.212139 -1.254860 -1.478714 -0.1 -0.1 0.1 -0.184
C -1.069891 -0.789802 0.833433 0.0 0.0 0.0 -0.431
C -0.970614 -1.596093 -0.437234 0.1 0.0 -0.1 -0.185
C 0.841816 0.488285 -0.079043 0.2 0.0 0.0 0.619
H -0.186781 -1.887206 -2.363896 0.0 0.1 0.1 0.212
H 0.228189 0.758402 -2.116212 0.1 -0.1 0.1 0.234
H -1.550155 -2.516361 -0.480289 0.1 0.1 0.0 0.211
H 1.741551 2.413759 1.799410 0.0 0.1 0.1 0.027
H -1.149251 1.239177 0.085972 0.1 -0.1 0.0 0.221
H -2.118331 -0.708416 1.144599 0.2 0.0 0.0 0.220
H 1.489616 3.042156 2.111708 0.0 0.0 0.0 -0.037
H -0.552327 -1.320287 1.644414 -0.1 0.0 -0.1 0.220
H 1.665090 -0.250152 -1.902151 -0.1 0.0 0.1 0.239
H -0.298695 1.095952 1.643186 0.0 -0.1 -0.1 0.237
```
Forces are in eV/Å.

Its SMILES is O=C1CC=CCC1.[H][H]. The maximum force is 0.009 hartree/bohr. The value obtained for the energy relative to the best compared isomer or geometry (same formula, charge and spin) is 21.1 kcal/mol. The calculation puts the LUMO energy at 0.892 eV. The value obtained for the HOMO-LUMO gap is 10.3 eV.

---

Molecular formula: C4H13N4
Method: DFT, wB97M-V/def2-TZVPD

The geometry in XYZ format:
```
21
Properties=species:S:1:pos:R:3:forces:R:3:nbo_charge:R:1
N -1.268065 0.270984 -0.442276 2.4 -2.6 0.3 -0.303
N 0.034626 -3.253271 -0.406140 -0.1 -0.2 3.2 -1.066
N 2.157034 0.922743 0.461752 -1.6 1.7 1.7 -0.024
N 1.559698 0.081564 -0.158044 -1.3 -0.3 0.7 -0.295
C -3.173476 1.156950 0.852731 2.0 0.1 -0.6 -0.589
C -0.435713 -0.559574 -0.386349 -3.1 1.6 0.3 0.370
C 3.483655 1.216425 0.171235 2.6 -0.4 -0.9 -0.508
C -1.977493 1.410299 -0.194330 -0.7 3.1 1.5 -0.272
H -1.239130 2.251821 0.162089 -1.5 -1.4 -0.9 0.236
H -3.178953 2.039605 1.535191 0.1 -1.2 0.0 0.242
H 3.783751 2.250310 0.340594 -0.7 0.2 -0.1 0.257
H -2.566221 1.638131 -1.067837 0.7 0.7 -0.7 0.247
H -2.895207 0.126117 1.260172 -1.3 1.7 0.1 0.228
H -4.060542 1.266412 0.220399 -0.1 -0.8 0.7 0.229
H 4.023410 0.724987 1.039774 0.0 0.0 -1.4 0.267
H -0.427350 -1.689207 -0.232441 1.5 -0.1 -0.4 0.290
H 3.750625 0.956118 -0.929905 0.1 -0.1 1.9 0.197
H 0.494317 -3.161009 -1.253018 0.7 -0.3 -2.1 0.380
H -0.889380 -3.674208 -0.438286 0.7 -0.5 -0.1 0.406
H 0.708269 -3.629299 0.305665 -1.4 0.2 -1.0 0.407
H 2.116146 -0.345890 -0.840979 1.5 -1.2 -2.1 0.301
```
Forces are in eV/Å.

Its total charge is +1. The maximum force is 0.070 hartree/bohr. The value obtained for the energy relative to the best compared isomer or geometry (same formula, charge and spin) is 134.4 kcal/mol. The calculation puts the LUMO energy at -3.457 eV. The value obtained for the HOMO-LUMO gap is 9.7 eV.